No. 1
86
Properties=species:S:1:pos:R:3:lowdin_charge:R:1 method="wB97M-V/def2-TZVPD" homo_energy_ha="-0.375 / -0.376" spin_multiplicity=2 charge=+1
Ir 0.0943 1.2320 -0.1249 0.83
C 3.3364 0.9886 -0.3801 -0.05
N 2.2250 1.4105 0.4955 -0.36
C 2.3869 2.8514 0.8044 -0.07
C 2.3072 0.6061 1.7477 -0.18
C 0.9715 0.6228 2.4385 -0.21
N 0.0235 0.0890 1.4474 -0.17
C -1.2414 -0.3067 1.9143 -0.22
C -1.9435 -1.2474 1.1630 -0.17
F -1.3620 -1.7612 0.0747 0.05
C -3.2041 -1.6772 1.5233 -0.20
F -3.8218 -2.5795 0.7579 0.11
C -3.8140 -1.2050 2.6663 0.11
C -3.1257 -0.2910 3.4342 -0.20
F -3.6773 0.1971 4.5433 0.12
C -1.8659 0.1570 3.0746 -0.17
F -1.2830 1.0759 3.8536 0.10
H 4.2855 1.1687 0.1331 0.11
H 3.3193 1.5501 -1.3073 0.06
H 3.2440 -0.0678 -0.5935 0.06
H 3.3504 3.0131 1.2940 0.11
H 1.5851 3.1915 1.4576 0.08
H 2.3519 3.4225 -0.1205 0.08
H 3.1244 0.9689 2.3750 0.14
H 2.5201 -0.4198 1.4486 0.13
H 0.6954 1.6257 2.7741 0.11
H 0.9942 -0.0188 3.3203 0.15
H -4.7962 -1.5491 2.9573 0.15
C 0.1611 -3.2452 -2.1770 -0.20
Si 0.8902 -1.6977 -2.9410 0.38
C 2.7191 -1.7608 -2.5295 -0.22
C 0.7143 -1.7576 -4.8068 -0.20
Si -0.3335 0.2588 -2.2277 0.39
Si -2.5857 -0.2136 -2.9021 0.38
C -3.0909 -1.9874 -2.5579 -0.20
C -2.7972 0.0372 -4.7567 -0.21
C -3.7360 0.9575 -2.0158 -0.23
Si 0.4254 2.2631 -3.4349 0.39
C 0.0739 1.8486 -5.2251 -0.18
C -0.4846 3.8018 -2.9054 -0.22
C 2.2607 2.6327 -3.3018 -0.21
H 0.8901 -4.0503 -2.3004 0.04
H -0.7662 -3.5591 -2.6563 0.02
H -0.0340 -3.1346 -1.1129 0.02
H 3.1084 -2.7194 -2.8813 0.04
H 2.8788 -1.7398 -1.4516 0.01
H 3.3091 -0.9689 -2.9940 0.03
H 1.1917 -2.6923 -5.1185 0.05
H 1.2368 -0.9451 -5.3092 0.02
H -0.3178 -1.7862 -5.1564 0.02
H -2.7142 -2.6552 -3.3359 0.03
H -4.1831 -2.0278 -2.5971 0.05
H -2.7754 -2.3787 -1.5965 0.00
H -1.9750 -0.3295 -5.3702 0.01
H -2.9774 1.0856 -5.0019 0.03
H -3.6941 -0.5202 -5.0413 0.05
H -3.6463 0.8781 -0.9306 0.02
H -4.7703 0.7336 -2.2902 0.04
H -3.5336 1.9962 -2.2831 0.02
H -0.9778 1.6918 -5.4494 0.01
H 0.6447 1.0025 -5.6006 0.02
H 0.4048 2.7398 -5.7705 0.05
H -1.5144 3.8424 -3.2664 0.05
H 0.0320 4.6920 -3.2733 0.05
H -0.5095 3.8578 -1.8216 -0.05
H 2.8948 1.7544 -3.4284 0.03
H 2.4944 3.1127 -2.3500 0.01
H 2.5236 3.3459 -4.0876 0.05
S -3.6400 7.6394 -1.0142 0.67
C -3.3846 6.0778 -0.6017 -1.08
S -1.8068 5.5129 -0.0904 1.00
C -2.4086 3.8903 -0.0436 -1.02
N -3.6611 3.7815 -0.2957 0.03
N -4.2190 4.9871 -0.5958 -0.12
C -5.6304 4.9721 -0.8732 -0.19
C -6.1881 3.7952 -1.3586 -0.02
C -7.5464 3.7399 -1.6196 -0.07
C -8.3510 4.8479 -1.3966 -0.08
C -7.7859 6.0097 -0.8974 -0.06
C -6.4264 6.0821 -0.6296 -0.04
S -1.5428 2.5246 0.6605 0.66
H -5.5637 2.9308 -1.5210 0.08
H -7.9756 2.8220 -1.9992 0.11
H -9.4115 4.8024 -1.6041 0.11
H -8.4032 6.8770 -0.7060 0.11
H -6.0032 6.9884 -0.2305 0.06

No. 2
69
Properties=species:S:1:pos:R:3:lowdin_charge:R:1 method="wB97M-V/def2-TZVPD" homo_energy_ha="-0.417 / -0.416" e_above_lowest_kj_mol=152.8 spin_multiplicity=2 charge=+1
Zr 0.3724 0.6966 2.2084 1.38
O -0.2304 -2.1043 4.7255 -0.18
S 0.0469 -1.0534 3.8334 0.38
O 1.1158 -1.2540 2.7515 -0.45
O -1.1145 -0.6144 2.9003 -0.51
O 0.4812 0.2975 4.3620 -0.44
C -2.9719 0.6846 0.7314 -0.22
As -2.5027 2.2869 1.7183 0.76
C -2.6670 3.6642 0.4102 -0.24
C -4.1117 2.5600 2.7157 -0.26
S -0.9863 2.7080 3.1957 0.32
H -2.6006 0.7860 -0.2868 0.01
H -4.0588 0.7276 0.7446 0.05
H -2.6351 -0.2400 1.1927 0.02
H -3.6614 3.5864 -0.0261 0.05
H -1.8963 3.5699 -0.3499 0.03
H -2.5569 4.6167 0.9247 0.05
H -4.9611 2.5747 2.0356 0.05
H -4.0236 3.5122 3.2343 0.05
H -4.2256 1.7692 3.4547 0.05
C -2.6386 -5.7990 -2.6799 -0.04
C -2.0372 -4.5435 -2.1091 -0.25
C -1.2183 -4.5830 -0.9890 0.00
C -0.6395 -3.4403 -0.4482 -0.27
C 0.1938 -3.5733 0.7897 -0.04
C -0.8822 -2.2224 -1.0958 -0.36
Te 0.1400 -0.4535 -0.5370 1.62
N 0.1861 2.1100 0.4719 -0.06
C 1.4161 2.3266 0.8760 -0.62
O 2.0993 1.2499 1.2640 -0.19
C 1.9493 3.6468 1.2199 -0.19
C 2.4941 3.8611 2.4826 -0.03
C 2.9949 5.1089 2.8006 -0.04
C 2.9761 6.1295 1.8523 -0.05
C 2.4376 5.9104 0.5917 -0.05
C 1.9080 4.6699 0.2759 -0.01
C 2.0814 -1.1220 -1.0193 -0.41
C 2.9917 -1.4144 -0.0115 -0.14
C 4.2771 -1.8159 -0.3402 -0.06
C 4.6408 -1.9193 -1.6731 -0.06
C 3.7219 -1.6276 -2.6690 -0.04
C 2.4236 -1.2180 -2.3708 -0.30
C 1.4657 -0.9243 -3.4941 -0.06
C -1.7410 -2.1305 -2.2009 -0.32
C -2.1320 -0.8579 -2.9165 -0.09
C -2.2956 -3.3114 -2.6878 -0.01
H -2.4067 -6.6659 -2.0643 0.08
H -2.2553 -5.9846 -3.6845 0.09
H -3.7229 -5.7110 -2.7569 0.09
H -1.0251 -5.5343 -0.5061 0.12
H 0.1191 -4.5813 1.1929 0.09
H -0.1401 -2.8783 1.5519 0.05
H 1.2460 -3.3684 0.5919 0.08
H 2.5433 3.0626 3.2131 0.12
H 3.4072 5.2881 3.7840 0.12
H 3.3928 7.0971 2.0986 0.12
H 2.4273 6.7040 -0.1428 0.11
H 1.4827 4.4850 -0.7026 0.12
H 2.7084 -1.3435 1.0283 0.08
H 4.9860 -2.0445 0.4444 0.11
H 5.6430 -2.2275 -1.9409 0.11
H 4.0135 -1.7120 -3.7088 0.12
H 1.9624 -1.0285 -4.4565 0.08
H 1.0668 0.0900 -3.4253 0.07
H 0.6185 -1.6132 -3.4761 0.07
H -1.5344 0.0034 -2.6290 0.01
H -3.1819 -0.6270 -2.7215 0.09
H -2.0281 -0.9847 -3.9945 0.09
H -2.9479 -3.2562 -3.5537 0.13

No. 3
19
Properties=species:S:1:pos:R:3:lowdin_charge:R:1 method="wB97M-V/def2-TZVPD" homo_energy_ha="-0.290 / -0.290" e_above_lowest_kj_mol=301.3
C 0.4482 2.6277 0.3098 -0.07
C 0.1320 1.7776 -0.9208 -0.13
C 1.0138 -1.3572 -0.5353 -0.45
C -1.3713 -1.9386 -0.1819 -0.20
C 0.5162 1.1561 0.3162 -0.67
C -1.6556 -1.3014 1.1493 -0.07
N -0.2815 -1.8658 -0.7740 -0.03
S 1.3758 -0.0920 0.8275 0.73
I 4.0494 -0.0520 0.0600 0.02
H 1.1941 3.2489 0.2113 0.05
H -0.4375 2.8758 0.9552 0.13
H -0.9047 1.5436 -1.2968 0.13
H 0.7560 1.9197 -1.7020 0.07
H 1.6271 -2.3005 -0.5410 0.10
H 1.1585 -0.7844 -1.5499 0.12
H -2.2321 -2.3061 -0.7276 0.11
H -1.1822 -0.3057 1.2213 0.04
H -1.4693 -1.8087 2.0004 0.03
H -2.7370 -1.0368 1.1784 0.09

No. 4
73
Properties=species:S:1:pos:R:3:lowdin_charge:R:1 method="wB97M-V/def2-TZVPD" homo_energy_ha=-0.197 e_above_lowest_kj_mol=79.7
Hf 0.0152 -0.2398 0.3498 1.64
C -6.9226 -2.7303 0.4283 -0.05
C -6.6002 -2.0406 1.7440 -0.29
C -7.7015 -1.0696 2.1356 -0.15
C -7.3934 -0.4389 3.4781 -0.13
C -6.0560 0.2379 3.4326 -0.13
C -5.7750 1.3247 4.2236 0.07
C -4.5187 1.9364 4.1889 -0.25
F -4.3247 2.9904 4.9913 0.09
C -3.5205 1.4889 3.3813 0.09
C -3.7916 0.3847 2.5505 -0.04
C -2.7452 -0.1135 1.6973 -0.26
O -1.5630 0.3708 1.7215 -0.10
C -3.0900 -1.1558 0.8032 -0.03
C -4.3249 -1.7241 0.8588 0.05
N -5.2924 -1.3130 1.7020 0.04
C -5.0488 -0.2394 2.5566 -0.05
C -1.9780 -1.4756 -0.1617 -0.63
O -1.1532 -2.3641 0.0777 0.04
O -1.6935 -0.5076 -0.9648 -0.08
H -7.9604 -3.0599 0.4686 0.09
H -6.3188 -3.6164 0.2419 0.08
H -6.8241 -2.0489 -0.4178 0.10
H -6.4973 -2.7941 2.5329 0.16
H -8.6412 -1.6210 2.1755 0.13
H -7.8025 -0.3074 1.3581 0.14
H -7.3774 -1.2198 4.2453 0.13
H -8.1613 0.2757 3.7743 0.13
H -6.5264 1.7251 4.8920 0.14
H -2.5454 1.9531 3.3613 0.14
H -4.5793 -2.5441 0.2083 0.14
I 2.7045 -3.0296 3.8680 0.93
C 3.1166 -2.6461 1.8745 -0.66
C 4.3365 -3.1131 1.3348 -0.23
C 4.6850 -2.8475 0.0414 -0.67
I 6.5370 -3.4982 -0.6446 0.93
C 3.7937 -2.1301 -0.8052 -0.21
C 4.0679 -1.7838 -2.1510 -0.02
C 3.1381 -1.1009 -2.8821 -0.03
C 1.9144 -0.7583 -2.2836 -0.08
N 1.6309 -1.0571 -1.0305 0.00
C 2.5697 -1.7057 -0.2685 -0.15
C 2.2523 -1.8983 1.1167 -0.40
O 1.1411 -1.3528 1.6078 -0.25
H 5.0053 -3.6710 1.9754 0.07
H 5.0222 -2.0501 -2.5829 0.06
H 3.3241 -0.7971 -3.9015 0.11
H 1.1664 -0.2053 -2.8392 0.13
C 1.0909 1.5089 0.0182 -0.17
C 2.1497 1.7957 -0.5933 -0.20
C 3.1970 2.0529 -1.4256 -0.19
C 4.5745 1.8036 -0.9732 -0.18
C 4.8205 1.0086 0.1552 -0.04
C 6.1049 0.7605 0.6032 -0.09
C 7.2006 1.2972 -0.0605 -0.11
C 6.9780 2.1077 -1.1650 -0.10
C 5.6911 2.3623 -1.6107 -0.05
C 2.8699 2.4635 -2.8065 -0.20
C 1.7436 3.2566 -3.0573 -0.04
C 1.3719 3.5944 -4.3470 -0.10
C 2.1154 3.1553 -5.4342 -0.11
C 3.2321 2.3636 -5.2050 -0.10
C 3.6015 2.0196 -3.9151 -0.08
H 3.9807 0.5881 0.6941 0.10
H 6.2489 0.1373 1.4781 0.10
H 8.2064 1.0959 0.2833 0.09
H 7.8147 2.5595 -1.6838 0.10
H 5.5501 3.0235 -2.4537 0.11
H 1.1567 3.6026 -2.2156 0.11
H 0.4969 4.2136 -4.5014 0.10
H 1.8291 3.4273 -6.4416 0.09
H 3.8187 2.0017 -6.0405 0.10
H 4.4623 1.3817 -3.7665 0.10